The following is a DFT calculation (ωB97M-V/def2-TZVPD) of one molecule with the formula C4H10N2S at a distorted geometry.

Geometry as XYZ:
```
17
Properties=species:S:1:pos:R:3:lowdin_charge:R:1
C 0.5416 -0.6092 0.6610 -0.13
C -0.0388 0.7642 -0.0741 -1.02
C -1.2316 1.1431 0.7438 -0.13
C -0.4687 0.2413 -1.3913 -0.15
N 1.8076 -1.1956 0.0577 -0.13
N 2.9733 -0.6104 0.0637 0.07
S 1.2683 1.9447 -0.0765 0.63
H 0.7317 -0.3181 1.6282 0.07
H -0.3239 -1.2671 0.4772 0.12
H -1.5407 2.2004 0.6040 0.09
H -1.0854 1.1320 1.8832 0.12
H -1.9302 0.5054 0.3797 0.04
H -1.1501 0.9597 -1.9293 0.11
H -0.9732 -0.7294 -1.3141 0.08
H 0.5127 0.1473 -1.9015 0.08
H 1.7391 -1.9618 -0.5744 0.12
H 2.9359 0.1746 0.8232 0.04
```

## Properties
multiplicity: 1
energy relative to the best compared isomer or geometry (same formula, charge and spin): 3.769 eV
net charge: 0
E_tot: -665.9645 Ha
frontier orbital gap (alpha / beta): 8.6 / 6.0 eV
F_max: 4.4 eV/Å
HOMO level (alpha / beta): -8.41 / -7.59 eV

***

The following is a DFT calculation (ωB97M-V/def2-TZVPD) of C38H65BCsF4N12O4 as an isolated structure at a distorted geometry.

Geometry as XYZ:
```
125
Properties=species:S:1:pos:R:3:lowdin_charge:R:1
Cs 14.7829 14.2412 11.4344 1.10
C 11.5038 18.0570 10.2319 -0.10
N 12.6427 18.4992 9.5256 -0.20
C 12.4668 19.4964 8.4875 -0.06
C 13.7205 17.6156 9.3699 -0.35
N 13.7041 16.2888 9.3382 -0.01
C 12.6608 15.4170 8.8121 -0.24
C 13.3259 14.3084 7.9994 -0.22
N 13.0431 12.9636 8.4822 -0.16
C 11.5697 12.6547 8.6306 -0.15
C 11.0873 12.4815 10.0735 -0.20
N 10.4272 13.7013 10.5941 0.08
C 9.5522 13.6135 11.5528 -0.38
N 9.3093 14.6379 12.4177 -0.14
C 8.1018 14.7261 13.2177 -0.06
C 10.2846 15.7043 12.5659 -0.04
N 8.6907 12.4965 11.6961 -0.23
C 8.0140 12.0005 10.5513 -0.11
C 8.5428 11.7242 12.8988 -0.07
C 13.8384 12.0103 7.7365 -0.20
C 13.5403 10.5012 7.9664 -0.27
N 13.3572 10.2301 9.3271 0.12
C 13.5841 9.0285 9.8094 -0.36
N 13.9187 8.9419 11.1269 -0.19
C 14.8483 9.8784 11.7016 -0.05
C 13.2137 8.0515 12.0493 -0.05
N 13.4928 7.7730 9.1439 -0.17
C 12.3818 7.5708 8.2544 -0.09
C 14.4356 6.7033 9.4153 -0.07
N 14.9882 18.2289 9.3724 -0.16
C 16.0339 17.3227 9.0392 -0.10
C 15.2625 19.3750 10.2561 -0.03
H 11.0472 18.8915 10.7921 0.09
H 11.7889 17.3196 10.9404 0.05
H 10.6731 17.5715 9.5866 0.12
H 11.5180 19.2772 7.9557 0.09
H 13.3003 19.5469 7.8116 0.08
H 12.4497 20.4538 9.0081 0.08
H 12.0353 16.0434 8.1507 0.11
H 11.9966 14.9727 9.5504 0.07
H 14.4410 14.3565 8.0887 0.09
H 13.0842 14.4412 6.8778 0.13
H 11.4262 11.6999 8.0853 0.10
H 10.9081 13.3254 8.0837 0.11
H 11.9122 12.1536 10.6758 0.09
H 10.4273 11.6369 10.2044 0.08
H 7.2710 14.2756 12.7120 0.07
H 7.8098 15.7471 13.4339 0.07
H 8.3126 14.1799 14.2162 0.11
H 9.6937 16.6149 12.8048 0.09
H 10.9480 15.8126 11.7453 0.03
H 10.8980 15.5491 13.4652 0.10
H 8.2404 12.6479 9.6395 0.12
H 6.9015 12.1063 10.7313 0.09
H 8.2005 10.9090 10.4193 0.09
H 9.3307 12.0196 13.6151 0.11
H 8.6520 10.7118 12.5511 0.07
H 7.4871 11.7250 13.2103 0.08
H 14.9250 12.1431 7.9887 0.11
H 13.7658 12.1432 6.6049 0.13
H 14.3704 9.9213 7.4943 0.13
H 12.6905 10.2036 7.2622 0.10
H 15.6745 10.1582 11.0455 0.07
H 15.1599 9.4542 12.6871 0.09
H 14.3595 10.8170 12.0577 0.07
H 12.6828 8.6343 12.7989 0.09
H 13.9739 7.3530 12.4460 0.09
H 12.5244 7.5217 11.4056 0.08
H 11.5707 8.2497 8.4110 0.08
H 12.0609 6.4960 8.4135 0.09
H 12.6984 7.5849 7.2034 0.08
H 15.1543 7.0559 10.1701 0.09
H 15.0550 6.4072 8.5324 0.09
H 13.9612 5.7953 9.8186 0.08
H 15.7167 16.6069 8.2278 0.11
H 16.3062 16.7164 9.9071 0.05
H 16.9944 17.7636 8.8317 0.08
H 14.2983 19.8290 10.5209 0.08
H 15.9193 20.0493 9.7058 0.08
H 15.7757 19.0515 11.1913 0.10
C 18.6378 15.2794 10.3057 -0.02
O 18.2449 15.5353 11.7204 -0.10
C 19.1037 15.2712 12.7088 -0.25
C 20.4922 15.1665 12.5166 -0.02
C 21.3433 14.8649 13.5800 -0.11
C 20.8517 14.4379 14.8198 -0.13
C 19.5080 14.4745 15.0376 -0.02
C 18.6509 15.0622 14.0191 -0.18
N 17.3100 15.2782 14.2688 0.08
N 17.1299 15.5297 15.5135 0.07
C 15.9474 16.0332 15.8667 -0.17
C 14.8398 16.1239 14.8800 -0.35
O 14.7140 15.1853 14.0233 -0.30
C 13.9435 17.2109 15.1070 -0.01
C 13.9686 17.9525 16.2873 -0.02
C 14.7961 17.5379 17.3881 -0.21
C 14.6520 18.1507 18.6471 -0.05
C 15.5595 17.8302 19.6852 -0.09
C 16.6280 16.8842 19.4373 -0.10
C 16.6697 16.2525 18.2391 -0.06
C 15.7836 16.5689 17.1964 -0.12
H 19.0887 14.2812 10.1027 0.09
H 19.3598 16.0492 10.0627 0.08
H 17.6705 15.4319 9.7353 0.08
H 20.9276 15.4774 11.5631 0.10
H 22.4430 14.8873 13.4906 0.10
H 21.5717 14.2002 15.6074 0.09
H 19.0177 14.2370 15.9826 0.09
H 13.1343 17.4596 14.4404 0.09
H 13.2543 18.7152 16.4440 0.09
H 13.8548 18.8753 18.7621 0.10
H 15.4754 18.3617 20.6467 0.08
H 17.4499 16.7600 20.0728 0.07
H 17.4689 15.4806 18.1361 0.12
O 14.9421 12.4687 14.0552 -0.14
H 14.8950 13.3582 14.4255 -0.02
H 15.3270 11.8993 14.7399 0.04
O 16.5986 13.7994 7.0193 -0.06
H 17.0957 14.2362 6.3132 0.04
H 17.2007 13.2661 7.5504 0.00
F 18.2682 12.3189 8.5463 0.06
B 17.8967 11.8635 9.8570 -1.05
F 16.7805 12.7273 10.2385 -0.11
F 18.9989 12.0507 10.7090 0.11
F 17.4360 10.4279 9.9433 -0.01
```

## Properties
multiplicity: 1
energy relative to the best compared isomer or geometry (same formula, charge and spin): 0.000 eV
net charge: -1
E_tot: -2889.5763 Ha
frontier orbital gap (alpha / beta): 5.6 / 5.6 eV
F_max: 3.0 eV/Å
HOMO level (alpha / beta): -3.82 / -3.82 eV

***

The following is a DFT calculation (ωB97M-V/def2-TZVPD) of a 2-piece molecular cluster, CH3NO3P overall at a distorted geometry.

Geometry as XYZ:
```
9
Properties=species:S:1:pos:R:3:mulliken_spin:R:1
C -1.3673 0.0219 -0.3329 0.00
N -0.0623 0.1264 0.1426 0.00
O 4.7057 -0.5961 -0.7693 0.43
O -2.3801 0.1678 0.3644 0.00
O 2.3302 0.1856 -0.7312 0.27
P 3.3210 -0.8638 -0.2335 1.29
H -1.4207 -0.0492 -1.4798 0.00
H -0.0600 0.5374 1.0717 0.00
H 0.9477 0.3365 -0.2009 0.00
```

## Properties
multiplicity: 3
energy relative to the best compared isomer or geometry (same formula, charge and spin): 0.000 eV
net charge: -1
E_tot: -661.7398 Ha
frontier orbital gap (alpha / beta): 5.5 / 7.6 eV
F_max: 2.1 eV/Å
HOMO level (alpha / beta): -1.43 / -5.65 eV

***

The following is a DFT calculation (ωB97M-V/def2-TZVPD) of C6H12OS as an isolated structure at a distorted geometry.

Geometry as XYZ:
```
20
Properties=species:S:1:pos:R:3:lowdin_charge:R:1
C -1.9123 1.7484 -0.0813 -0.06
C -1.4822 0.0025 0.0936 -0.20
C -0.1192 0.1237 0.6680 -0.42
C 0.0299 0.5139 2.1123 -0.21
C 0.9128 -0.3372 -0.0775 -0.31
C 1.8574 -1.9386 -1.7803 -0.54
H -3.0124 1.8108 -0.3500 0.04
H -1.2633 2.2404 -0.8466 0.05
H -1.8375 2.3601 1.0810 0.14
H -2.3274 -0.7009 0.7673 0.17
H -1.4134 -0.6639 -0.9119 0.02
H -0.7011 -0.2281 2.6887 0.16
H 0.9825 0.3304 2.6014 0.11
H 0.1836 2.3623 1.8255 0.00
H 1.8463 -0.6961 0.3555 0.07
H 2.7763 -1.2305 -1.8330 0.05
H 2.2073 -2.5788 -0.5536 0.16
H 1.8359 -2.5693 -2.6399 0.00
O -0.2490 1.8840 2.4128 -0.05
S 0.4373 -1.0115 -1.6935 0.84
```

## Properties
multiplicity: 1
energy relative to the best compared isomer or geometry (same formula, charge and spin): 5.590 eV
net charge: 0
E_tot: -709.0340 Ha
frontier orbital gap: 8.9 eV
F_max: 6.8 eV/Å
HOMO level: -8.14 eV

***

The following is a DFT calculation (ωB97M-V/def2-TZVPD) of a 11-piece molecular cluster, C44H88O11 overall at a distorted geometry.

Geometry as XYZ:
```
143
Properties=species:S:1:pos:R:3:lowdin_charge:R:1
C 0.6687 -0.0580 -0.6055 -0.17
C -0.6684 0.1543 -0.0187 -0.19
C -0.4156 -0.0434 1.4413 -0.21
O 0.5453 -1.0667 1.5213 -0.13
C 1.3047 -1.1429 0.2848 -0.14
H 1.1295 0.9161 -0.4417 0.11
H 0.6900 -0.2835 -1.6717 0.10
H -1.3133 -0.6398 -0.3950 0.11
H -1.2019 1.0784 -0.2414 0.10
H -1.3284 -0.2905 1.9833 0.12
H 0.0483 0.8318 1.8962 0.11
H 1.1881 -2.0886 -0.2443 0.09
H 2.3860 -1.1014 0.4154 0.11
C 5.4270 -2.3996 3.3723 -0.17
C 3.9388 -2.2374 3.1508 -0.16
C 3.7233 -0.7876 3.6259 -0.18
O 5.0067 -0.1344 3.4613 -0.16
C 6.0041 -1.0283 2.9088 -0.17
H 5.8342 -3.2466 2.8201 0.10
H 5.6270 -2.5945 4.4259 0.11
H 3.3356 -2.9190 3.7506 0.11
H 3.6149 -2.2781 2.1109 0.10
H 3.4800 -0.7334 4.6871 0.11
H 3.0530 -0.2113 2.9882 0.11
H 6.9605 -0.8819 3.4107 0.11
H 6.1126 -0.9580 1.8265 0.10
C 0.7890 2.9016 -2.8718 -0.17
C -0.4530 3.2174 -2.1287 -0.17
C -0.7453 4.7137 -2.3583 -0.19
O -0.1537 4.9490 -3.6007 -0.14
C 1.0314 4.1676 -3.6905 -0.18
H 0.6489 2.0785 -3.5725 0.08
H 1.5996 2.6422 -2.1909 0.11
H -0.4074 2.9492 -1.0732 0.09
H -1.2967 2.6546 -2.5282 0.09
H -0.4306 5.4400 -1.6088 0.12
H -1.8208 4.8721 -2.4380 0.11
H 1.8167 4.7703 -3.2341 0.12
H 1.1914 3.9395 -4.7443 0.12
C -1.3943 6.0349 2.6852 -0.16
C -1.6327 4.5478 2.3718 -0.15
C -0.2591 3.9551 2.4246 -0.21
O 0.6779 5.0174 2.4666 -0.12
C 0.0470 6.1187 3.0615 -0.24
H -2.0380 6.3944 3.4880 0.11
H -1.5826 6.6708 1.8201 0.11
H -2.0528 4.3901 1.3785 0.09
H -2.2720 4.0374 3.0922 0.10
H -0.0609 3.2536 1.6142 0.10
H -0.1364 3.4012 3.3554 0.12
H 0.5896 7.0051 2.7327 0.12
H 0.1388 6.0920 4.1473 0.12
C 0.7706 -2.7122 -5.0236 -0.15
C 2.0086 -2.0922 -5.6464 -0.15
C 2.5248 -1.2450 -4.4559 -0.20
O 2.2177 -2.0339 -3.3209 -0.15
C 0.9913 -2.7202 -3.5043 -0.19
H 0.5814 -3.6900 -5.4666 0.11
H -0.0666 -2.0436 -5.2239 0.09
H 1.8715 -1.3278 -6.4112 0.10
H 2.7356 -2.8606 -5.9096 0.11
H 2.1364 -0.2269 -4.4302 0.10
H 3.6030 -1.1459 -4.5813 0.11
H 0.1699 -2.2670 -2.9492 0.10
H 1.0907 -3.7548 -3.1761 0.11
C -0.8423 1.0450 -5.8954 -0.17
C -1.3797 0.2925 -7.0938 -0.15
C -2.5947 -0.3800 -6.5012 -0.19
O -2.2414 -0.5837 -5.1142 -0.16
C -1.5672 0.5722 -4.6581 -0.22
H -0.9507 2.1252 -5.9926 0.11
H 0.2181 0.8932 -5.6939 0.09
H -0.6611 -0.4861 -7.3496 0.11
H -1.7017 0.8627 -7.9652 0.12
H -2.8220 -1.3354 -6.9742 0.12
H -3.5028 0.2228 -6.5132 0.12
H -0.9418 0.3788 -3.7865 0.11
H -2.3789 1.2471 -4.3864 0.11
C -5.6568 2.7433 -1.6051 -0.16
C -5.9054 3.2977 -0.2011 -0.17
C -4.7456 4.2441 -0.0077 -0.22
O -3.6706 3.5258 -0.5676 -0.17
C -4.1533 2.7880 -1.7117 -0.19
H -6.0810 3.4621 -2.3062 0.11
H -6.1952 1.8064 -1.7485 0.11
H -5.8821 2.5142 0.5563 0.10
H -6.8601 3.8114 -0.0885 0.11
H -4.5363 4.3941 1.0515 0.11
H -4.9158 5.1880 -0.5255 0.12
H -3.6783 1.8086 -1.6565 0.12
H -3.9314 3.3495 -2.6193 0.11
C -0.6968 -2.2862 6.9718 -0.17
C -0.7112 -2.4986 5.4743 -0.19
C 0.4503 -1.6904 5.0243 -0.22
O 1.3839 -1.7739 6.1008 -0.15
C 0.7674 -2.0196 7.3794 -0.16
H -1.2097 -3.0883 7.5025 0.11
H -1.2354 -1.3554 7.1500 0.10
H -1.6375 -2.1214 5.0411 0.10
H -0.6543 -3.5619 5.2411 0.12
H 0.1360 -0.6907 4.7245 0.12
H 0.9124 -2.1936 4.1750 0.11
H 0.7503 -1.1017 7.9671 0.11
H 1.3146 -2.8327 7.8564 0.12
C -4.4022 0.0368 4.5903 -0.16
C -4.6695 0.3422 3.1255 -0.18
C -4.0993 1.6784 2.9509 -0.23
O -3.0568 1.8029 3.9157 -0.14
C -3.1773 0.8674 4.9587 -0.19
H -4.2475 -1.0214 4.8014 0.11
H -5.2866 0.3177 5.1621 0.11
H -5.7112 0.3046 2.8068 0.12
H -4.1626 -0.4210 2.5350 0.11
H -4.8546 2.4304 3.1794 0.12
H -3.7259 1.8314 1.9383 0.12
H -3.3505 1.3177 5.9361 0.12
H -2.2557 0.2854 4.9556 0.10
C -1.7275 -4.0706 -1.0154 -0.17
C -0.3966 -4.7603 -0.8986 -0.19
C -0.6948 -5.7225 0.2162 -0.19
O -2.1092 -5.9480 0.2402 -0.14
C -2.7412 -5.2111 -0.7529 -0.22
H -1.8770 -3.7427 -2.0441 0.11
H -1.9587 -3.3058 -0.2739 0.11
H 0.4245 -4.1127 -0.5911 0.10
H -0.1297 -5.2613 -1.8291 0.11
H -0.4577 -5.3030 1.1940 0.12
H -0.2328 -6.6881 0.0107 0.12
H -3.7011 -4.8435 -0.3903 0.12
H -2.8668 -5.8148 -1.6517 0.11
C 6.3689 -1.5484 -2.2754 -0.16
C 7.0401 -2.8821 -1.9410 -0.16
C 6.7343 -3.0604 -0.4411 -0.20
O 5.3990 -2.6004 -0.4333 -0.16
C 5.1267 -1.6067 -1.3879 -0.21
H 6.0863 -1.4464 -3.3232 0.10
H 7.0351 -0.7180 -2.0417 0.11
H 8.0958 -2.9280 -2.2085 0.11
H 6.5084 -3.6940 -2.4371 0.11
H 7.3386 -2.3640 0.1401 0.11
H 6.9077 -4.0464 -0.0098 0.12
H 4.9315 -0.6556 -0.8923 0.12
H 4.3239 -1.9605 -2.0347 0.10
```

## Properties
multiplicity: 1
energy relative to the best compared isomer or geometry (same formula, charge and spin): 1.375 eV
net charge: 0
E_tot: -2556.6892 Ha
frontier orbital gap: 9.3 eV
SMILES: C1CCOC1.C1CCOC1.C1CCOC1.C1CCOC1.C1CCOC1.C1CCOC1.C1CCOC1.C1CCOC1.C1CCOC1.C1CCOC1.C1CCOC1
F_max: 2.6 eV/Å
HOMO level: -8.88 eV